Record 1
Below is a structure of composition C4H11N2O, with properties calculated with wB97M-V/def2-TZVPD.

## Properties
ΔE to the lowest compared entry with this formula, charge and spin   4.626 eV
LUMO   -3.64 eV
Net charge   +1
HOMO energy   -13.90 eV
HOMO-LUMO gap   10.3 eV
Strongest force on any atom   0.097 hartree/bohr

Geometry as XYZ:
```
18
Properties=species:S:1:pos:R:3:mulliken_charge:R:1
C -1.93841 0.00202 -1.24162 -0.426
C -0.81645 -0.74982 -0.54496 0.356
C 0.73316 1.44080 1.13414 -1.052
C 1.31718 0.17528 0.52044 -0.334
N -0.80436 -2.04239 -0.21198 -0.317
N 0.59999 -0.24550 -0.78057 -0.238
O -1.20091 -0.44858 -2.27112 -0.520
H -3.03227 -0.51197 -1.10845 0.327
H -1.78941 1.14662 -0.97214 0.231
H 0.35125 2.26012 0.39139 0.262
H -0.18631 1.19823 1.65195 0.331
H 1.38907 1.80164 1.81920 0.404
H 1.14627 -0.69667 1.23215 0.258
H 2.34210 0.41375 0.45254 0.420
H 0.02841 -2.57293 -0.33762 0.197
H -1.65177 -2.59196 -0.14485 0.251
H 1.07387 -0.94618 -1.36969 0.430
H 0.38724 0.62494 -1.36194 0.420
```

***

Record 2
Below is the ion C4H11N2O with charge +1, with properties calculated with wB97M-V/def2-TZVPD.

## Properties
ΔE to the lowest compared entry with this formula, charge and spin   3.264 eV
LUMO   -3.47 eV
Net charge   +1
HOMO energy   -13.16 eV
SMILES   C=C(ON)[C@@H](C)[NH3+]
HOMO-LUMO gap   9.7 eV
Strongest force on any atom   0.016 hartree/bohr

Geometry as XYZ:
```
18
Properties=species:S:1:pos:R:3:mulliken_charge:R:1
C 1.33209 -1.58248 -0.55907 -0.813
C 0.68493 -0.47639 -0.23933 0.450
O 1.25329 0.70213 0.20473 -0.257
N 2.68074 0.67524 0.21334 -0.563
C -0.81692 -0.30151 -0.27799 0.068
C -1.41949 -0.23084 1.11617 -1.320
N -1.08275 1.00793 -0.97822 -0.300
H 2.40324 -1.63447 -0.49835 0.375
H 0.80686 -2.45592 -0.89200 0.285
H 2.96440 1.64764 0.12528 0.255
H 2.97659 0.33250 1.12746 0.254
H -1.27116 -1.11097 -0.85267 0.372
H -0.95940 0.56495 1.69639 0.352
H -2.49457 -0.07412 1.07217 0.404
H -1.24136 -1.16836 1.63492 0.368
H -2.05653 1.30906 -0.85428 0.350
H -0.86086 0.95034 -1.97923 0.352
H -0.44273 1.69146 -0.54087 0.367
```

***

Record 3
Below is a cluster of 4 separate species, C4H11N2O in total, with properties calculated with wB97M-V/def2-TZVPD.

## Properties
ΔE to the lowest compared entry with this formula, charge and spin   12.060 eV
LUMO   -9.45 eV
Net charge   +1
HOMO energy   -11.42 eV
HOMO-LUMO gap   2.0 eV
Strongest force on any atom   0.096 hartree/bohr

Geometry as XYZ:
```
18
Properties=species:S:1:pos:R:3:mulliken_charge:R:1
C -3.64709 -2.85385 -0.20516 -0.582
C -3.45480 -2.93079 1.17954 -0.069
C 2.41943 0.13668 -1.37240 -0.219
C 1.74603 0.87810 -0.40752 0.216
N 3.01854 4.93281 -0.73645 -0.538
O 1.78015 2.09438 -0.12298 -0.329
N -2.26988 -2.98428 1.75434 -0.553
H -4.35860 -2.85732 1.81334 0.341
H -2.80040 -2.80707 -0.81112 0.344
H -3.61090 -4.78974 0.40613 0.225
H -4.63698 -2.62313 -0.59244 0.273
H 2.23596 -0.91909 -1.43777 0.270
H 3.10127 0.52344 -2.08804 0.310
H 4.03086 5.00344 -0.81963 0.256
H 2.63907 5.68564 -0.18163 0.251
H 2.70593 4.00472 -0.60336 0.261
H -2.26041 -3.20326 2.74240 0.250
H 1.09100 0.20678 0.26405 0.295
```

***

Record 4
Below is the ion C4H11N2O with charge +1, with properties calculated with wB97M-V/def2-TZVPD.

## Properties
ΔE to the lowest compared entry with this formula, charge and spin   2.771 eV
LUMO   -3.40 eV
Net charge   +1
HOMO energy   -14.45 eV
SMILES   CC[NH2+]CC(N)=O
HOMO-LUMO gap   11.1 eV
Strongest force on any atom   0.130 hartree/bohr

Geometry as XYZ:
```
18
Properties=species:S:1:pos:R:3:mulliken_charge:R:1
C 0.08760 0.08907 -2.81574 -1.095
C 0.62430 1.25946 -1.91017 -0.245
N 0.36874 1.06906 -0.27300 -0.304
C 0.50294 -0.40774 0.14559 -0.556
C -0.33516 -0.60569 1.44775 0.541
N -0.29470 -1.75911 2.22074 -0.373
O -1.09315 0.32193 1.73670 -0.608
H -0.10175 0.68042 -3.85581 0.315
H -0.95223 -0.35063 -2.60566 0.376
H 0.81440 -0.69240 -3.14460 0.353
H 1.71682 1.43572 -2.08571 0.294
H 0.21228 2.37423 -1.99972 0.371
H 1.15189 1.69199 0.35412 0.411
H -0.51285 1.33614 0.02655 0.399
H 1.51422 -0.89654 0.02108 0.381
H -0.18150 -1.04118 -0.54110 0.263
H 0.18987 -2.66417 2.15387 0.217
H -0.90228 -1.62936 2.94462 0.259
```

***

Record 5
Below is a cluster of 2 separate species, C4H11N2O in total, with properties calculated with wB97M-V/def2-TZVPD.

## Properties
Multiplicity   3
ΔE to the lowest compared entry with this formula, charge and spin   0.233 eV
LUMO (alpha / beta)   -3.07 / -7.36 eV
Net charge   +1
HOMO energy (alpha / beta)   -12.06 / -14.67 eV
HOMO-LUMO gap (alpha / beta)   9.0 / 7.3 eV
Strongest force on any atom   0.069 hartree/bohr

Geometry as XYZ:
```
18
Properties=species:S:1:pos:R:3:lowdin_spin:R:1
C -1.74101 0.02735 0.64068 0.100
C 0.66981 0.86292 1.11284 0.057
C 1.28252 -1.62243 -0.29632 0.006
C -0.33557 0.23982 0.21344 0.472
N -0.52751 1.65300 -1.27828 0.985
N 0.08809 -0.84509 -0.68518 0.024
O -2.35401 -0.92206 0.22606 0.246
H -2.16100 0.77128 1.32615 -0.001
H 1.06377 0.13397 1.82398 0.024
H 1.50341 1.27490 0.54345 0.011
H 0.20863 1.66594 1.68633 0.001
H 1.41180 -2.45834 -0.98140 0.000
H 2.16885 -0.99149 -0.34322 0.000
H 1.16816 -2.01483 0.71135 0.000
H -0.42074 2.53746 -0.79244 0.033
H -1.50457 1.57400 -1.55672 0.030
H 0.23683 -0.42351 -1.61540 0.012
H -0.75746 -1.46287 -0.73530 0.000
```

***

Record 6
Below is the ion C4H11N2O with charge +2, with properties calculated with wB97M-V/def2-TZVPD.

## Properties
Multiplicity   2
ΔE to the lowest compared entry with this formula, charge and spin   1.633 eV
LUMO (alpha / beta)   -8.63 / -13.58 eV
Net charge   +2
HOMO energy (alpha / beta)   -21.18 / -20.92 eV
HOMO-LUMO gap (alpha / beta)   12.6 / 7.3 eV
Strongest force on any atom   0.061 hartree/bohr

Geometry as XYZ:
```
18
Properties=species:S:1:pos:R:3:lowdin_spin:R:1
O 0.59354 0.77014 -1.29054 0.261
C 0.65492 -0.04984 -0.40552 -0.009
N 1.75848 -0.13153 0.44120 0.557
C 1.97798 -1.10907 1.47531 0.109
C -0.64242 -0.83994 -0.05324 -0.010
N -1.85943 -0.06623 -0.43074 -0.002
C -1.94914 1.43348 -0.00954 0.001
H 2.58906 0.25241 -0.04071 0.006
H 1.40058 -0.96567 2.42159 0.042
H 2.95637 -1.12384 1.97565 0.001
H 1.73636 -2.11981 1.12041 0.045
H -0.68028 -0.97220 1.01612 -0.001
H -0.62117 -1.82499 -0.52698 -0.003
H -2.06848 -0.12168 -1.43415 0.000
H -2.67582 -0.57129 -0.05567 0.000
H -1.73627 1.97794 -0.93491 0.001
H -2.85095 1.82035 0.44128 0.000
H -1.00272 1.51230 0.52559 0.000
```